# 1
The following is a quantum chemistry calculation of a single C21H21N5O molecule at a distorted geometry, from OMol25.

The total energy comes out at -31616.070 eV. As for the SMILES: CCN1CCN(c2nn3c(=O)c4ccccc4nc3c3ccccc23)CC1. Its charge is 0. The HOMO energy is -7.9 eV. The value obtained for the LUMO energy is -0.05 eV.

Geometry as XYZ:
```
48
C21H21N5O (ωB97M-V with the def2-TZVPD basis set)
C 1.5370 2.2843 5.2117
C 2.2500 1.6548 4.0201
N 2.7646 2.6667 3.1075
C 3.6927 2.1558 2.1122
C 2.9895 1.8040 0.7825
N 1.6064 1.4780 1.0637
C 0.9216 0.5282 0.3635
N -0.2797 0.8412 -0.0115
N -1.0336 -0.0264 -0.7140
C -2.3436 0.4348 -0.9942
O -2.7485 1.4670 -0.5094
C -3.0773 -0.4397 -1.8942
C -4.3737 -0.1037 -2.2950
C -5.0622 -0.9212 -3.1594
C -4.4677 -2.0902 -3.6399
C -3.1962 -2.4401 -3.2565
C -2.4769 -1.6203 -2.3741
N -1.2267 -1.9959 -1.9935
C -0.5598 -1.2244 -1.1955
C 0.7371 -1.6502 -0.7027
C 1.2093 -2.9322 -0.9909
C 2.3714 -3.3856 -0.4088
C 3.0485 -2.5853 0.5068
C 2.6030 -1.3114 0.7878
C 1.4707 -0.8030 0.1453
C 0.8560 2.6423 1.5020
C 1.7491 3.4671 2.4530
H 0.5653 2.6816 4.9320
H 2.1424 3.0888 5.6205
H 1.3845 1.5331 5.9827
H 1.5776 0.9360 3.5273
H 3.1176 1.1025 4.3933
H 4.4488 2.9268 1.9230
H 4.2038 1.2830 2.5222
H 3.4866 0.9811 0.2715
H 3.0142 2.6742 0.1099
H -4.8056 0.8073 -1.9088
H -6.0633 -0.6628 -3.4702
H -5.0173 -2.7248 -4.3201
H -2.7236 -3.3400 -3.6174
H 0.6269 -3.5464 -1.6581
H 2.7410 -4.3745 -0.6343
H 3.9266 -2.9664 1.0069
H 3.1098 -0.7202 1.5336
H -0.0423 2.2823 2.0058
H 0.5298 3.2483 0.6477
H 2.2751 4.2472 1.8958
H 1.1354 3.9587 3.2062
```

---

# 2
The following is a quantum chemistry calculation of a molecular structure, C21H21N5O4S4SbW at a distorted geometry, from OMol25.

Its spin multiplicity is 2. The total energy comes out at -89463.667 eV. The expectation value of S² is 0.770. Its charge is 0. The HOMO energy (spin up / spin down) is -7.4 / -7.9 eV. The value obtained for the LUMO energy (spin up / spin down) is -1.44 / -1.96 eV.

Geometry as XYZ:
```
57
C21H21N5O4S4SbW (ωB97M-V with the def2-TZVPD basis set)
W -1.1241 1.0528 1.1083
O -4.7821 0.3983 -0.7966
C -3.6443 0.6731 -0.5044
O -3.2090 1.0121 0.6742
C -2.5754 0.7685 -1.5743
C -2.8693 0.4143 -2.8976
C -1.8921 0.5704 -3.8307
C -0.6491 1.1319 -3.4619
C 0.3695 1.3770 -4.4132
C 1.5372 1.9714 -4.0356
C 1.7340 2.3433 -2.6903
C 0.7804 2.1005 -1.7445
C -0.4319 1.4804 -2.1092
N -1.4151 1.2375 -1.1718
H -3.8564 0.0317 -3.1108
H -2.0531 0.2931 -4.8659
H 0.1973 1.0988 -5.4456
H 2.3126 2.1598 -4.7660
H 2.6639 2.8102 -2.3949
H 0.9568 2.3641 -0.7133
S 0.2662 -1.8932 4.1912
Sb -1.6886 -1.3875 3.2685
S -1.9984 1.1465 3.1707
S -1.1804 -1.1905 0.7724
C -1.0175 5.4627 1.7801
C -0.7690 4.0019 1.6074
N -1.5976 3.1780 0.9857
O -2.6633 3.7411 0.3304
C 0.3363 3.2847 2.1260
C 1.2214 3.6725 3.2494
N 0.5178 2.1207 1.4402
O 0.6156 0.8685 2.0298
H -1.7510 5.8141 1.0610
H -0.0937 6.0262 1.6591
H -1.4045 5.6580 2.7827
H -3.3491 3.0540 0.4106
H 0.9043 4.6141 3.6925
H 2.2587 3.7608 2.9194
H 1.1893 2.8911 4.0131
N 1.6250 -2.7327 -1.5747
C 2.0339 -2.1257 -0.4382
S 2.4912 -0.5184 -0.4301
N 2.0679 -2.8688 0.6911
C 1.7296 -4.2393 0.8241
C 0.9042 -4.6311 1.8716
C 0.5921 -5.9706 2.0415
C 1.0879 -6.9264 1.1662
C 1.9274 -6.5350 0.1331
C 2.2635 -5.1992 -0.0320
H 1.5079 -2.1310 -2.3694
H 1.1384 -3.6138 -1.5476
H 2.1556 -2.3260 1.5398
H 0.5372 -3.8827 2.5623
H -0.0459 -6.2652 2.8647
H 0.8354 -7.9700 1.2976
H 2.3447 -7.2741 -0.5386
H 2.9574 -4.9029 -0.8076
```

---

# 3
The following is a quantum chemistry calculation of a single C21H22Cl2N4O2 molecule at a distorted geometry, from OMol25.

The total energy comes out at -57233.844 eV. As for the SMILES: CCCCCCC#Cc1cncc(C(=O)NNC(=O)Nc2cc(Cl)cc(Cl)c2)c1. Its charge is 0. The HOMO energy is -9.0 eV. The value obtained for the LUMO energy is 0.07 eV.

Geometry as XYZ:
```
51
C21H22Cl2N4O2 (ωB97M-V with the def2-TZVPD basis set)
C 0.7377 -7.0247 -5.6632
C 0.2892 -5.6411 -6.1168
C 0.2622 -4.6455 -4.9597
C -0.1872 -3.2568 -5.4067
C -0.2117 -2.2678 -4.2452
C -0.6709 -0.8771 -4.6996
C -0.6748 0.0557 -3.5970
C -0.6605 0.8014 -2.6522
C -0.6586 1.6743 -1.5437
C -1.7395 2.5268 -1.2881
N -1.7737 3.3684 -0.2751
C -0.7629 3.3904 0.5734
C 0.3478 2.5547 0.4519
C 1.4551 2.4763 1.4411
O 2.5739 2.0990 1.1755
N 1.0789 2.8141 2.7150
N 1.8710 2.5150 3.8164
C 2.5171 1.3063 4.0009
O 3.4993 1.2431 4.7012
N 1.9973 0.1760 3.4081
C 0.7984 -0.0327 2.7416
C 0.7803 -0.8263 1.5951
C -0.4069 -1.0069 0.9085
Cl -0.4167 -1.9588 -0.5249
C -1.5874 -0.4142 1.3313
C -1.5604 0.3393 2.4938
Cl -3.0136 1.0821 3.0509
C -0.3929 0.5179 3.2156
C 0.4066 1.7038 -0.6461
H 0.0623 -7.4150 -4.9049
H 1.7385 -6.9811 -5.2389
H 0.7502 -7.7177 -6.5013
H -0.7083 -5.7095 -6.5573
H 0.9678 -5.2757 -6.8912
H -0.4151 -5.0117 -4.1844
H 1.2598 -4.5775 -4.5194
H -1.1856 -3.3257 -5.8465
H 0.4908 -2.8907 -6.1820
H 0.7857 -2.1910 -3.8065
H -0.8866 -2.6322 -3.4676
H 0.0026 -0.5019 -5.4762
H -1.6778 -0.9376 -5.1234
H -2.6037 2.5312 -1.9389
H -0.8435 4.1264 1.3628
H 0.0998 2.9755 2.9155
H 2.4430 3.2857 4.1525
H 2.6839 -0.5636 3.3417
H 1.6921 -1.2747 1.2341
H -2.5005 -0.5418 0.7745
H -0.4026 1.0673 4.1436
H 1.2690 1.0686 -0.7835
```

---

# 4
The following is a quantum chemistry calculation of a single C21H22ClN3O4S molecule at a distorted geometry, from OMol25.

The total energy comes out at -58153.096 eV. As for the SMILES: COC(=O)c1ccc(C(=O)OC)c(NC(=S)N2CCN(c3cccc(Cl)c3)CC2)c1. Its charge is 0. The HOMO energy is -7.9 eV. The value obtained for the LUMO energy is -0.26 eV.

Geometry as XYZ:
```
52
C21H22ClN3O4S (ωB97M-V with the def2-TZVPD basis set)
C 6.0324 2.4638 0.2777
O 4.8453 1.6897 0.3453
C 4.9064 0.4720 -0.1998
O 5.9030 0.0199 -0.7089
C 3.6168 -0.2643 -0.1026
C 3.5653 -1.5699 -0.5939
C 2.4021 -2.2924 -0.4744
C 1.2590 -1.7299 0.1025
C 0.0520 -2.5564 0.2463
O -0.9228 -2.2632 0.9233
O 0.1122 -3.7033 -0.4295
C -1.0132 -4.5601 -0.3143
C 1.2956 -0.3884 0.5533
N 0.1539 0.1582 1.1016
C -0.2659 1.4576 1.0976
S 0.5570 2.6828 0.3498
N -1.4266 1.7072 1.7605
C -2.2654 2.8162 1.3618
C -3.5104 2.2430 0.6271
N -3.3372 0.8478 0.2914
C -2.6077 0.4787 -0.8347
C -2.5907 -0.8635 -1.2341
C -1.8647 -1.2664 -2.3355
C -1.1502 -0.3539 -3.0929
C -1.2119 0.9804 -2.7328
Cl -0.3566 2.1549 -3.6679
C -1.9281 1.4052 -1.6286
C -3.2186 0.0441 1.4914
C -2.1980 0.7049 2.4625
C 2.4964 0.3171 0.4669
H 6.8366 1.9749 0.8323
H 5.7914 3.4268 0.7202
H 6.3471 2.5857 -0.7608
H 4.4497 -1.9939 -1.0425
H 2.3564 -3.3135 -0.8180
H -0.7918 -5.4331 -0.9225
H -1.9122 -4.0578 -0.6771
H -1.1676 -4.8478 0.7280
H -0.5619 -0.5542 1.2548
H -2.5650 3.3801 2.2501
H -1.6782 3.4723 0.7193
H -3.7293 2.8107 -0.2762
H -4.3872 2.3010 1.2801
H -3.1626 -1.5931 -0.6824
H -1.8593 -2.3082 -2.6215
H -0.5731 -0.6662 -3.9474
H -1.9197 2.4551 -1.3909
H -2.8885 -0.9597 1.2362
H -4.2001 -0.0248 1.9724
H -2.7245 1.2297 3.2659
H -1.5477 -0.0376 2.9241
H 2.5581 1.3219 0.8469
```

---

# 5
The following is a quantum chemistry calculation of a molecular structure, C21H22GdN3O4SSe2 at a distorted geometry, from OMol25.

Its spin multiplicity is 8. The total energy comes out at -197155.265 eV. The expectation value of S² is 16.041. Its charge is 0. The HOMO energy (spin up / spin down) is -8.4 / -8.4 eV. The value obtained for the LUMO energy (spin up / spin down) is -1.61 / -3.11 eV.

Geometry as XYZ:
```
54
C21H22GdN3O4SSe2 (ωB97M-V with the def2-TZVPD basis set)
Gd 0.0895 -0.1556 -0.8609
C 3.7179 -2.9310 -1.2655
C 2.4530 -3.6559 -0.8733
C 1.4609 -3.8266 -2.0298
C 1.8412 -2.8618 0.2873
C 0.4663 -2.6164 0.4790
C 0.0020 -1.9181 1.6010
C 0.8648 -1.5070 2.6331
C 0.4275 -0.7698 3.8555
C 2.2177 -1.7541 2.4264
C 2.6870 -2.4550 1.3266
H 4.0907 -3.2604 -2.2426
H 4.5201 -3.0662 -0.5355
H 3.5370 -1.8581 -1.3323
H 2.7263 -4.6695 -0.4900
H 1.1335 -2.8220 -2.4234
H 0.5855 -4.3960 -1.7421
H 1.9230 -4.3687 -2.8485
H -0.2503 -2.9174 -0.2927
H -1.0722 -1.6688 1.6708
H 0.4595 0.3201 3.7008
H 1.1217 -0.9971 4.6800
H -0.5823 -1.0458 4.1466
H 2.9495 -1.3612 3.1350
H 3.7659 -2.6398 1.2265
S -2.4591 -1.6146 -1.5905
C -2.6363 0.0195 -2.2281
C -3.7006 0.4796 -3.0889
C -3.8209 1.8138 -3.4737
C -2.8875 2.7868 -2.9401
C -1.8238 2.2703 -2.2252
N -1.7090 0.9544 -1.9255
H -4.3753 -0.3169 -3.4467
H -4.6253 2.1203 -4.1596
H -2.9535 3.8454 -3.1642
H -0.9980 2.8938 -1.8465
Se 1.6318 2.6019 1.0025
N 0.1440 1.4700 0.9454
C -0.8631 2.1198 1.5507
C -2.1575 1.6073 1.9222
C -3.0637 2.5011 2.4205
C -2.7866 3.8873 2.6539
C -1.5567 4.4268 2.4321
C -0.5431 3.5547 1.9306
N 0.7139 3.9863 1.7450
H -2.4715 0.5758 1.6913
H -4.0677 2.1383 2.6174
H -3.5666 4.4948 3.1331
H -1.3646 5.4935 2.5541
O 1.2572 -0.3098 -2.7122
Se 2.3020 1.1064 -2.2152
O 3.4774 1.5570 -3.2687
O 2.5947 0.4674 -0.6090
O 1.1734 2.2711 -1.9366
```

---

# 6
The following is a quantum chemistry calculation of a molecular structure, C21H22MgN5O4 at a distorted geometry, from OMol25.

The total energy comes out at -43218.610 eV. Its charge is +1. The HOMO energy is -11.3 eV. The value obtained for the LUMO energy is -3.78 eV.

Geometry as XYZ:
```
53
C21H22MgN5O4 (ωB97M-V with the def2-TZVPD basis set)
Mg 0.1039 -0.3806 0.0286
O 0.5217 -0.4046 -3.9829
C 0.5798 -0.2757 -2.7788
N -0.4198 -0.2542 -1.8497
C -1.7353 -0.4356 -2.1652
O -2.2667 -0.5731 -3.2455
C -2.5884 -0.4952 -0.9024
C -3.9522 -0.7263 -1.0019
C -4.6983 -0.8235 0.1613
C -4.0587 -0.6714 1.3846
C -2.6956 -0.4342 1.3988
N -1.9717 -0.3587 0.2807
C 1.9416 -0.1364 -2.1104
C 3.0927 -0.1058 -2.8836
C 4.3167 0.0205 -2.2481
C 4.3513 0.1153 -0.8624
C 3.1583 0.0711 -0.1633
N 1.9793 -0.0601 -0.7736
H -4.3866 -0.8218 -1.9870
H -5.7629 -1.0120 0.1206
H -4.6044 -0.7328 2.3156
H -2.1625 -0.2954 2.3310
H 2.9932 -0.1755 -3.9575
H 5.2339 0.0537 -2.8212
H 5.2869 0.2287 -0.3332
H 3.1275 0.1529 0.9170
O 0.4513 -1.9851 2.8248
C 0.6326 -0.7460 2.8323
O 0.5521 -0.0099 1.7868
C 0.9268 -0.0585 4.1244
C 0.8538 1.3290 4.2145
C 1.1398 1.9610 5.4132
C 1.5125 1.2135 6.5224
C 1.5870 -0.1703 6.4357
C 1.2875 -0.8048 5.2420
H 0.5703 1.9012 3.3415
H 1.0761 3.0386 5.4887
H 1.7460 1.7093 7.4556
H 1.8754 -0.7517 7.3017
H 1.3257 -1.8826 5.1567
N 1.2502 -6.1576 0.1488
C 0.2859 -5.0177 0.3420
C 0.8591 -3.7215 -0.2456
N 0.0478 -2.5861 0.1255
H 0.8526 -7.0538 0.4294
H 2.0959 -5.9994 0.6977
H 1.5201 -6.2234 -0.8342
H 0.1062 -4.8917 1.4087
H -0.6485 -5.2820 -0.1503
H 0.9214 -3.8065 -1.3348
H 1.8672 -3.5621 0.1495
H 0.0432 -2.4643 1.1697
H -0.9174 -2.7244 -0.1653
```

---

Per-record relative energy (zero: lowest compared OMol25 entry of this formula, charge and spin), kcal per mole: 9.2, 23.3, 47.9, 7.1, 0.0, 31.4